115
Properties=species:S:1:pos:R:3:forces:R:3:mulliken_charge:R:1 method="wB97M-V/def2-TZVPD" relative_energy_ev=0.1687 spin_multiplicity=1 total_charge=+1 gap_ev=6.265
Tl 0.099 0.191 -0.174 0.25 1.00 0.15 0.945
C -3.304 5.063 1.805 0.08 -0.06 0.02 -1.663
C -2.145 4.644 2.719 -0.08 0.05 0.07 1.467
C -1.979 5.631 3.875 -0.01 -0.05 -0.02 -1.649
C -2.434 3.255 3.272 -0.07 -0.03 0.04 -2.103
N -0.895 4.682 1.903 -0.18 0.10 -0.05 0.555
C -0.547 5.829 1.205 0.07 0.03 -0.02 -0.692
C 0.547 5.548 0.472 -0.03 -0.05 0.09 -0.942
N 0.890 4.241 0.729 0.00 0.00 -0.20 0.468
B 1.765 3.286 -0.090 -0.03 0.16 0.04 2.266
N 3.078 2.919 0.614 0.00 -0.07 0.10 0.365
C 3.763 3.601 1.587 0.06 -0.10 -0.10 -1.085
C 4.591 2.725 2.190 -0.03 0.01 -0.03 -0.591
N 4.386 1.485 1.608 0.03 -0.04 0.22 0.616
C 3.450 1.620 0.642 -0.08 0.30 -0.07 0.120
S 2.867 0.450 -0.480 -0.63 -0.06 -0.31 -0.215
C 5.069 0.274 2.153 0.11 -0.11 0.07 1.527
C 4.606 -1.013 1.483 0.05 -0.06 0.06 -2.276
C 4.734 0.189 3.648 -0.03 0.02 -0.11 -1.639
C 6.574 0.445 1.941 -0.05 -0.02 -0.02 -1.684
N 1.930 3.675 -1.558 0.17 -0.01 0.13 0.405
C 3.036 4.150 -2.223 -0.05 -0.01 -0.05 -1.126
C 2.812 3.995 -3.540 0.00 0.00 0.06 -0.559
N 1.562 3.408 -3.691 0.10 0.03 -0.14 0.419
C 1.041 3.197 -2.456 -0.18 0.05 0.05 0.051
S -0.463 2.519 -1.993 -0.09 -0.01 0.13 -0.201
C 1.098 2.963 -5.038 0.00 -0.02 -0.10 1.485
C 1.970 1.773 -5.446 -0.05 0.00 0.02 -1.449
C 1.265 4.128 -6.019 -0.04 -0.03 0.08 -1.827
C -0.367 2.542 -5.052 -0.02 -0.03 -0.05 -2.040
C -0.004 3.712 1.599 0.25 -0.08 0.06 0.078
S 0.150 2.110 2.188 0.25 -0.21 -0.13 -0.320
H -4.248 4.890 2.321 -0.01 0.01 0.02 0.473
H -3.295 4.473 0.887 -0.02 -0.03 0.01 0.306
H -3.262 6.117 1.537 0.03 0.04 -0.02 0.410
H -2.883 5.630 4.483 -0.01 0.01 0.00 0.434
H -1.810 6.647 3.521 0.00 0.02 -0.01 0.372
H -1.139 5.340 4.506 0.01 -0.01 0.01 0.369
H -3.403 3.302 3.767 -0.05 0.03 0.03 0.602
H -1.688 2.947 4.004 -0.07 0.02 -0.05 0.414
H -2.473 2.501 2.487 -0.06 0.04 0.04 0.289
H -1.098 6.745 1.288 -0.06 0.02 0.03 0.542
H 1.104 6.167 -0.208 -0.01 -0.01 -0.04 0.639
H 1.169 2.294 -0.116 -0.04 -0.02 0.00 -2.345
H 3.613 4.650 1.773 -0.05 0.01 0.01 0.643
H 5.300 2.884 2.979 0.04 -0.04 0.04 0.540
H 3.530 -1.155 1.593 0.12 -0.01 0.01 0.434
H 5.122 -1.835 1.977 0.06 -0.04 0.05 0.717
H 4.847 -1.040 0.422 0.01 -0.03 0.11 0.409
H 3.653 0.219 3.795 -0.01 -0.02 0.00 0.260
H 5.180 0.999 4.222 0.01 0.05 0.01 0.416
H 5.115 -0.750 4.048 0.02 -0.01 0.00 0.476
H 6.803 0.536 0.879 0.00 -0.01 -0.01 0.377
H 7.094 -0.430 2.331 0.01 0.00 0.01 0.440
H 6.961 1.323 2.456 0.00 0.03 0.01 0.387
H 3.893 4.544 -1.706 0.01 0.01 0.01 0.621
H 3.437 4.247 -4.373 0.01 0.01 -0.07 0.510
H 3.014 2.060 -5.569 0.02 0.01 0.01 0.393
H 1.613 1.364 -6.392 0.02 0.00 -0.02 0.454
H 1.916 0.992 -4.685 -0.02 -0.02 0.00 0.131
H 2.302 4.424 -6.154 0.06 0.00 0.01 0.419
H 0.695 4.995 -5.682 0.00 0.01 0.00 0.412
H 0.883 3.826 -6.993 0.01 -0.01 -0.01 0.464
H -0.530 1.634 -4.476 0.05 0.10 -0.09 0.299
H -0.636 2.352 -6.091 0.01 0.01 -0.07 0.664
H -1.019 3.322 -4.661 0.01 -0.04 -0.01 0.423
Cl -7.304 -1.283 -1.190 0.03 0.00 -0.02 -0.231
C -5.715 -0.815 -0.668 -0.05 0.07 0.00 0.117
C -5.414 0.540 -0.491 -0.09 -0.02 -0.06 -0.843
C -4.167 0.925 -0.075 0.10 -0.01 0.08 -0.135
C -3.140 -0.010 0.217 -0.34 0.04 -0.26 -0.599
O -1.997 0.468 0.629 0.40 -0.49 -0.06 0.028
C -3.472 -1.384 0.028 -0.03 0.44 -0.07 1.932
C -2.560 -2.469 0.271 0.12 -0.35 0.09 -1.062
O -1.427 -2.395 0.717 0.16 0.07 -0.01 -0.390
C -4.756 -1.754 -0.417 0.07 -0.01 0.01 -1.180
H -6.175 1.281 -0.701 0.00 0.01 0.01 0.456
H -3.926 1.974 0.037 0.02 0.02 0.03 0.546
H -2.969 -3.471 0.038 -0.03 0.01 -0.04 0.262
H -4.982 -2.806 -0.552 0.01 -0.01 0.01 0.427
N 0.196 -0.879 2.306 -0.10 0.01 -0.24 -0.075
N 0.724 -2.149 2.494 0.18 0.00 0.11 -0.392
C 1.325 -2.824 1.488 -0.12 -0.08 0.18 0.152
N 1.717 -4.066 1.766 0.05 -0.02 -0.15 -0.321
N 1.462 -2.172 0.336 -0.23 0.01 -0.07 0.244
N 2.094 -2.777 -0.695 -0.30 -0.42 0.17 0.638
O 2.014 -2.193 -1.762 0.39 0.12 -0.16 -0.556
O 2.686 -3.847 -0.581 0.18 0.05 0.00 -0.824
H 0.516 -0.239 3.021 0.09 -0.04 -0.04 0.331
H -0.820 -0.892 2.242 -0.02 -0.09 0.03 0.236
H 0.433 -2.680 3.303 -0.05 0.04 -0.08 0.204
H 1.535 -4.485 2.660 -0.01 0.04 0.00 0.153
H 2.218 -4.561 1.040 -0.04 0.00 0.13 0.201
C 0.138 -3.490 -3.916 -0.02 0.01 -0.05 -1.040
C 0.283 -2.093 -4.514 0.03 -0.09 0.00 -0.880
N -0.903 -1.250 -4.359 0.03 0.02 0.07 0.756
C -1.842 -1.185 -5.479 -0.07 -0.08 -0.04 -0.755
C -2.896 -2.287 -5.461 0.05 0.01 0.00 -1.170
C -1.170 -0.683 -3.166 -0.07 0.08 -0.12 0.881
C -2.398 0.162 -3.035 -0.07 -0.09 0.06 -0.710
N -0.392 -0.858 -2.140 0.22 -0.06 0.45 0.561
H 1.095 -4.010 -3.963 0.01 0.00 0.01 0.434
H -0.598 -4.077 -4.464 -0.01 0.01 0.00 0.353
H -0.168 -3.448 -2.871 -0.01 -0.01 0.00 0.075
H 0.484 -2.167 -5.582 0.01 0.03 0.01 0.546
H 1.140 -1.580 -4.070 -0.02 0.00 -0.05 0.311
H -1.250 -1.255 -6.392 0.00 0.05 0.00 0.570
H -2.319 -0.209 -5.492 0.01 0.01 0.00 0.296
H -2.447 -3.267 -5.617 -0.01 -0.01 0.02 0.298
H -3.623 -2.119 -6.255 -0.01 -0.01 -0.01 0.423
H -3.429 -2.303 -4.510 -0.02 0.00 0.00 0.223
H -2.467 0.899 -3.832 -0.01 0.00 0.03 0.334
H -2.360 0.690 -2.094 -0.07 0.00 0.09 -0.919
H -3.296 -0.458 -3.051 -0.01 -0.03 -0.02 0.454
H 0.435 -1.423 -2.296 -0.19 -0.06 -0.05 -0.459